Record 1
66
Properties=species:S:1:pos:R:3:mulliken_charge:R:1 method="wB97M-V/def2-TZVPD" spin_multiplicity=2 e_homo_ev="-4.298 / -4.298" total_charge=-1
Cu -0.76025 -0.32386 -0.13411 0.2245
O 0.61815 0.19436 3.82355 -0.8385
C 0.18722 -0.10745 2.69450 0.0162
O -0.21841 0.66150 1.76447 -0.2585
C 0.11020 -1.60661 2.35618 0.0893
C 0.28012 -2.63828 3.26475 -0.5574
C 0.11084 -3.94349 2.80822 -0.4629
C -0.21383 -4.19125 1.47733 -0.4142
C -0.35028 -3.10508 0.62706 0.0833
N -0.18150 -1.87017 1.08645 0.9890
C -0.68037 -3.19319 -0.87652 0.0321
O -0.78196 -4.33671 -1.35087 -0.8134
O -0.79184 -2.06503 -1.45745 -0.6058
H 0.52874 -2.40695 4.29332 0.5364
H 0.23382 -4.77325 3.49560 0.3939
H -0.35787 -5.19213 1.08669 0.5459
Se -1.11848 3.17172 -2.76498 -0.0820
Se -2.89510 1.75035 -2.41941 -0.0439
C -3.02447 1.69227 -0.49594 0.2842
C -3.46754 2.79213 0.22603 -0.3947
C -3.70023 2.63307 1.58281 -0.3063
C -3.52426 1.38369 2.15421 -0.4911
C -3.06667 0.35290 1.35526 -0.1912
N -2.79090 0.50400 0.05209 -0.3933
C 0.25463 1.83891 -3.13824 0.3547
C 1.25601 2.18582 -4.03850 -0.7187
C 2.18003 1.21257 -4.38609 -0.4137
C 2.06449 -0.05721 -3.84443 -0.6735
C 1.04003 -0.30362 -2.94296 -0.3944
N 0.15539 0.64052 -2.57643 0.2829
H -3.62829 3.73619 -0.27223 0.3690
H -4.02833 3.47211 2.18311 0.3788
H -3.70987 1.21154 3.20618 0.4044
H -2.87605 -0.63163 1.76527 0.4588
H 1.29720 3.18057 -4.46347 0.3590
H 2.96942 1.44167 -5.09449 0.3731
H 2.75311 -0.84910 -4.11443 0.4795
H 0.88279 -1.28176 -2.49248 0.3014
C 3.50037 2.54901 2.22063 -1.0637
Si 2.78103 2.24626 0.52478 -0.0298
C 3.99618 2.95833 -0.71719 -1.0565
C 1.18324 3.17222 0.36953 -0.2728
C 2.62620 0.42488 0.19851 0.7797
Si 3.84282 -0.91553 0.55404 -0.0971
C 3.01963 -2.58585 0.48916 -0.5900
C 5.20118 -0.89456 -0.73975 -1.0503
C 4.66428 -0.73195 2.22095 -1.1062
H 3.52792 3.62786 2.42207 0.3523
H 4.52185 2.15850 2.31065 0.2805
H 2.87774 2.07274 2.99066 0.2719
H 4.11981 4.03687 -0.54707 0.3385
H 3.64677 2.81048 -1.74464 0.2179
H 4.98351 2.48255 -0.62601 0.2692
H 1.35988 4.25097 0.26686 0.4573
H 0.55322 2.97418 1.24141 0.1749
H 0.61812 2.82905 -0.50489 -0.3195
H 1.67142 0.03729 -0.18186 0.0286
H 2.36683 -2.67424 -0.39028 0.1137
H 2.39420 -2.74994 1.37626 0.0710
H 3.76464 -3.38995 0.44407 0.4807
H 4.80849 -1.17884 -1.72463 0.2406
H 5.99387 -1.60475 -0.46782 0.3152
H 5.65161 0.10324 -0.83411 0.2785
H 3.92791 -0.51635 3.00650 0.3344
H 5.40966 0.07308 2.22710 0.2969
H 5.17317 -1.67010 2.47465 0.3811

=====

Record 2
11
Properties=species:S:1:pos:R:3:mulliken_charge:R:1 method="wB97M-V/def2-TZVPD" e_homo_ev=-11.129 total_charge=0 smiles=C[C@H]1O[C@H]1C#N
C 0.94182 0.25982 0.96616 -1.2366
C 0.26803 -0.76877 0.10169 0.2254
O -1.10689 -1.02312 0.35383 -0.4099
C -0.77136 -0.41171 -0.87834 0.0328
C -1.15862 0.98318 -1.03802 -0.0126
N -1.43636 2.09746 -1.17604 -0.3703
H 1.19691 -0.17504 1.93702 0.3101
H 1.86326 0.61373 0.49255 0.3021
H 0.28219 1.11587 1.13143 0.3823
H 0.84450 -1.66698 -0.12513 0.4049
H -0.92349 -1.02444 -1.76515 0.3717

=====

Record 3
18
Properties=species:S:1:pos:R:3:mulliken_charge:R:1 method="wB97M-V/def2-TZVPD" e_homo_ev=-8.909 total_charge=0 smiles="CC(C)[S@](C)(=N)=O"
C 1.08880 -1.27854 -0.69695 -1.6830
C 0.48602 0.13219 -0.71631 0.5125
C 1.49004 1.25434 -0.80809 -1.2031
S -0.63011 0.37893 0.79833 0.9701
C -1.88873 -0.95710 0.90151 -0.9787
N -1.55210 1.55636 0.39334 -0.7777
O 0.18874 0.24870 2.00791 -0.6587
H 1.34582 -1.62426 0.27095 0.4060
H 0.63574 -1.97620 -1.24908 0.4382
H 2.08667 -1.21123 -1.05773 0.4507
H -0.24055 0.20209 -1.62487 0.3429
H 2.41295 0.76462 -0.93532 0.3494
H 1.59374 1.81757 0.17486 0.2770
H 1.38566 1.93741 -1.58918 0.3109
H -1.57221 -1.71608 0.34394 0.3366
H -2.08585 -1.20468 2.02791 0.2971
H -2.78831 -0.41904 0.54857 0.3482
H -1.95631 2.09490 1.21020 0.2616

=====

Record 4
39
Properties=species:S:1:pos:R:3:mulliken_charge:R:1 method="wB97M-V/def2-TZVPD" e_homo_ev=-8.274 total_charge=0 smiles="C=CCNC(=S)N1CCN(c2ccc([N+](=O)[O-])cc2)CC1"
C -3.14909 1.12021 3.42612 -0.7727
C -3.32670 1.25821 2.12626 -0.1380
C -2.25705 1.13242 1.08105 -0.8525
N -0.91742 1.03971 1.60865 -0.0017
C -0.29802 -0.14367 1.82684 0.3729
S -0.99906 -1.57706 1.38603 -0.3109
N 0.92938 -0.10524 2.43660 -0.0211
C 1.65467 -1.35235 2.57176 -1.1309
C 2.30104 -1.72831 1.21410 -0.6554
N 2.44531 -0.52589 0.41352 -0.0563
C 1.60114 -0.28006 -0.64238 0.9691
C 1.19640 1.02153 -0.98905 -0.0349
C 0.34204 1.24465 -2.04094 -0.7002
C -0.12610 0.17667 -2.80014 -0.3634
N -1.02982 0.41107 -3.87408 1.0078
O -1.36895 -0.53826 -4.55598 -0.6358
O -1.41598 1.55356 -4.05369 -0.6351
C 0.30289 -1.11708 -2.50941 -0.5864
C 1.15430 -1.33751 -1.45676 -0.4894
C 2.94150 0.55685 1.23089 -0.9475
C 1.85479 0.99741 2.25092 -0.7299
H -3.96601 1.21035 4.12008 0.2565
H -2.18778 0.89132 3.85732 0.2121
H -4.30696 1.46756 1.72166 0.3402
H -2.29994 1.99396 0.40511 0.3969
H -2.43967 0.22848 0.48984 0.3808
H -0.62466 1.83942 2.15048 0.3369
H 2.40880 -1.20833 3.34880 0.3557
H 0.96094 -2.13121 2.88645 0.5259
H 1.65510 -2.43783 0.70472 0.2702
H 3.28373 -2.18386 1.37141 0.4077
H 1.53146 1.87483 -0.42321 0.2414
H 0.01467 2.24362 -2.28570 0.4993
H -0.04612 -1.93448 -3.12099 0.4884
H 1.48659 -2.34463 -1.26643 0.4324
H 3.26250 1.39063 0.60787 0.4420
H 3.82090 0.17814 1.75911 0.3733
H 2.31358 1.24310 3.21468 0.4080
H 1.32949 1.87723 1.88397 0.3448

=====

Record 5
19
Properties=species:S:1:pos:R:3:mulliken_charge:R:1 method="wB97M-V/def2-TZVPD" e_homo_ev=-3.765 total_charge=-1
O 3.12668 3.34193 0.15097 -0.7269
O 4.03939 1.80318 -1.25484 -0.7270
C 4.03675 2.87297 -0.58618 0.5313
C 5.34515 3.70816 -0.65090 -0.7130
H 6.01825 3.37086 0.15520 0.1559
H 5.85797 3.57124 -1.61779 0.2399
H 5.13941 4.78271 -0.51086 0.2399
C -2.23324 -2.89502 -0.50317 -0.3093
C -3.48520 -3.13198 0.06561 -0.3074
C -1.54500 -1.71730 -0.20924 -0.4083
C -4.04893 -2.19122 0.92832 -0.3077
C -2.10873 -0.77654 0.65347 -0.4084
C -3.36069 -1.01350 1.22224 -0.3077
H -1.78965 -3.63528 -1.18202 0.3258
H -4.02677 -4.05869 -0.16567 0.3173
H -0.55985 -1.53085 -0.65680 0.3824
H -5.03408 -2.37767 1.37588 0.3171
H -1.56716 0.15018 0.88475 0.3808
H -3.80428 -0.27323 1.90109 0.3253

=====

Record 6
23
Properties=species:S:1:pos:R:3:mulliken_charge:R:1 method="wB97M-V/def2-TZVPD" e_homo_ev=-9.126 total_charge=0
C -1.53677 -2.17248 -0.20677 -0.1078
C -0.17021 -1.62627 -0.61525 0.6063
C 0.28480 -0.78226 0.48354 -0.5340
C -1.29381 0.62697 0.02008 -0.4991
C -0.42058 3.01022 -1.08378 -0.9269
C 1.64620 -0.13860 0.34548 -0.6565
C 2.64108 -1.09028 0.88820 -0.5783
N -2.49010 -1.64249 0.40690 -0.4693
O 0.29001 -1.84385 -1.68071 -0.5547
O -3.80117 0.50271 0.29193 -0.5805
S -0.87003 2.25829 0.57628 -0.0046
S -2.61820 -0.09254 0.98671 0.5721
Cl 4.30789 -0.27906 0.77461 -0.2284
H -1.82458 -3.16389 -0.45563 0.4609
H 0.09850 -1.05018 1.48834 0.5553
H -1.70787 0.44810 -0.94449 0.5449
H -0.27507 2.34911 -1.87514 0.3570
H 0.54996 3.46750 -0.86943 0.3204
H -1.21734 3.73383 -1.31830 0.3369
H 1.64299 0.24077 -0.65552 0.3844
H 1.64381 0.66479 1.13002 0.2839
H 2.65617 -2.05347 0.33369 0.3710
H 2.46431 -1.36693 1.97927 0.3470

=====

| no. | energy (hartree) |
| --- | --- |
| 1 | -8420.265607 |
| 2 | -285.357924 |
| 3 | -687.074958 |
| 4 | -1311.861967 |
| 5 | -460.772876 |
| 6 | -1734.378806 |